14
Properties=species:S:1:pos:R:3:nbo_charge:R:1 method="wB97M-V/def2-TZVPD" homo_lumo_gap_ev=9.73 e_homo_ha=-0.3585
H -2.126 1.020 -0.901 0.367
N -1.419 1.779 -0.509 -0.652
C -0.499 1.029 -0.095 0.546
N 0.537 1.422 0.737 -0.844
N -0.298 -0.494 -0.141 -0.497
C -1.309 -1.242 0.140 0.533
O -2.455 -0.735 0.453 -0.586
C 0.992 -0.868 -0.272 0.302
N 2.124 -0.203 0.021 -0.695
H 3.004 -0.901 0.162 0.401
H 0.170 2.458 0.797 0.394
H 1.291 1.051 -0.024 0.418
H -1.056 -2.292 -0.030 0.135
H 1.044 -2.024 -0.337 0.176

14
Properties=species:S:1:pos:R:3:nbo_charge:R:1 method="wB97M-V/def2-TZVPD" homo_lumo_gap_ev="8.01 / 8.01" e_homo_ha="-0.2877 / -0.2876"
C 2.261 -0.626 -0.379 0.053
C -2.008 0.008 0.995 0.061
C 1.085 0.061 -0.829 -0.204
N -0.749 -0.631 0.519 -0.209
N -0.144 0.083 -0.291 0.076
N 2.093 -1.177 0.729 -0.598
N -1.297 1.571 -0.523 -0.225
O -2.412 0.865 -0.050 -0.348
H 3.126 -0.695 -0.969 0.176
H -2.784 -0.677 1.087 0.193
H -1.724 0.358 1.904 0.176
H 1.152 0.818 -1.583 0.193
H 3.007 -1.762 0.846 0.318
H -1.606 1.802 -1.458 0.340

14
Properties=species:S:1:pos:R:3:nbo_charge:R:1 method="wB97M-V/def2-TZVPD" homo_lumo_gap_ev=9.94 e_homo_ha=-0.3369
C -1.970 -0.807 0.397 -0.475
N -1.873 0.455 -0.483 -0.438
N -0.674 1.246 -0.326 -0.307
C 0.404 0.612 -0.303 0.441
C 1.858 1.096 0.121 0.014
N 2.742 0.264 0.252 -0.253
N 2.116 -1.052 -0.047 -0.159
O 0.746 -0.770 -0.678 -0.419
H -1.207 -1.633 0.078 0.236
H -2.024 -0.433 1.558 0.192
H -2.917 -1.088 -0.049 0.220
H -2.431 1.091 0.332 0.357
H 2.402 2.226 0.125 0.232
H 2.829 -1.209 -0.978 0.360

We obtain relative energy (zero: lowest compared OMol25 entry of this formula, charge and spin) values of 100.1, 171.9, 179.2 kcal/mol for the records listed above, in that order.
We obtain electronic energy values of -11212.4362, -11209.3209, -11209.0067 eV for the records listed above, in that order.